Record 1
Entry from the Open Molecules 2025 dataset: a 3-piece molecular cluster, C18H39N2O8 overall in a non-equilibrium geometry (ωB97M-V/def2-TZVPD).

Last column: natural (NBO) charge in e.
Positions of all 67 atoms, in Å:
C (-3.624, -6.124, -1.771)  -0.44
C (-3.852, -4.744, -2.187)  -0.15
C (-2.862, -3.527, -1.849)  -0.49
C (-2.761, -3.172, -0.284)  0.32
N (-4.092, -3.540, 0.328)  -0.86
O (-2.586, -1.771, 0.004)  -0.55
C (-1.473, -1.203, -0.721)  -0.08
C (-1.036, 0.121, 0.118)  -0.24
N (0.444, 0.209, 0.322)  -0.64
C (0.907, 1.641, 0.374)  -0.24
C (2.335, 1.658, -0.406)  0.10
C (3.042, 3.096, -0.381)  -0.66
O (2.010, 1.229, -1.768)  -0.73
C (-1.681, -4.129, 0.441)  0.68
O (-1.155, -5.159, -0.096)  -0.73
O (-1.338, -3.845, 1.756)  -0.84
H (-3.089, -6.836, -2.486)  0.20
H (-3.917, -6.503, -0.725)  0.19
H (-4.789, -4.522, -2.801)  0.19
H (-3.263, -2.625, -2.453)  0.20
H (-1.847, -3.792, -2.317)  0.24
H (-4.109, -4.538, 0.579)  0.37
H (-4.070, -3.025, 1.233)  0.37
H (-1.853, -0.806, -1.738)  0.16
H (-0.591, -1.922, -0.830)  0.21
H (-1.512, 1.057, -0.329)  0.18
H (-1.504, 0.006, 1.170)  0.19
H (0.613, -0.207, 1.258)  0.37
H (0.992, 2.015, 1.450)  0.18
H (0.207, 2.353, -0.176)  0.19
H (2.971, 0.869, 0.148)  0.16
H (3.987, 3.030, -1.030)  0.21
H (2.341, 3.884, -0.835)  0.21
H (3.386, 3.354, 0.676)  0.21
H (2.837, 0.877, -2.159)  0.47
C (-7.603, 1.497, 2.792)  -0.25
O (-6.226, 1.234, 3.014)  -0.55
C (-6.019, 0.094, 3.849)  -0.09
C (-5.646, -1.137, 3.029)  -0.10
O (-6.731, -1.559, 2.204)  -0.56
C (-6.576, -1.141, 0.853)  -0.27
H (-7.684, 2.202, 1.963)  0.18
H (-8.158, 0.593, 2.531)  0.18
H (-8.041, 1.954, 3.686)  0.16
H (-6.901, -0.100, 4.468)  0.17
H (-5.186, 0.336, 4.517)  0.18
H (-5.428, -1.961, 3.715)  0.19
H (-4.749, -0.954, 2.429)  0.19
H (-5.835, -1.775, 0.356)  0.21
H (-6.272, -0.093, 0.779)  0.17
H (-7.536, -1.260, 0.347)  0.17
C (7.508, 1.798, -2.614)  -0.26
O (7.084, 2.532, -1.473)  -0.55
C (7.922, 2.307, -0.341)  -0.09
C (8.904, 3.456, -0.139)  -0.09
O (9.848, 3.527, -1.206)  -0.55
C (9.523, 4.536, -2.150)  -0.26
H (6.994, 2.202, -3.488)  0.19
H (8.585, 1.880, -2.779)  0.18
H (7.231, 0.745, -2.500)  0.17
H (8.449, 1.352, -0.431)  0.18
H (7.266, 2.248, 0.533)  0.19
H (9.472, 3.274, 0.779)  0.18
H (8.376, 4.409, -0.023)  0.18
H (9.780, 5.519, -1.742)  0.17
H (8.465, 4.516, -2.424)  0.18
H (10.117, 4.364, -3.050)  0.19

Summary:
Total energy ... -1420.37322 hartree
E_HOMO ... -3.69 eV
Orbital gap ... 0.2121 hartree
2S+1 ... 1
Max |F| ... 6.0 eV/Å
Total charge ... -1



Record 2
Entry from the Open Molecules 2025 dataset: C18H39N3NiO4 as an isolated structure in a non-equilibrium geometry (ωB97M-V/def2-TZVPD).

Last column: natural (NBO) charge in e.
Positions of all 65 atoms, in Å:
Ni (0.489, 0.412, -0.026)  1.54
C (1.904, -1.659, 0.790)  -0.68
C (0.909, -2.537, 0.013)  0.12
C (-0.011, -3.210, 1.062)  -0.39
C (-1.246, -3.882, 0.439)  -0.40
C (-2.024, -2.835, -0.343)  -0.40
C (-1.159, -2.253, -1.467)  0.11
N (0.059, -1.707, -0.857)  -0.25
O (0.791, -0.785, -1.646)  -0.79
C (-2.013, -1.084, -1.997)  -0.60
C (-0.879, -3.160, -2.684)  -0.64
C (1.693, -3.596, -0.784)  -0.65
H (2.512, -1.127, 0.053)  0.24
H (2.680, -2.275, 1.256)  0.23
H (1.419, -1.060, 1.563)  0.24
H (-0.326, -2.453, 1.783)  0.22
H (0.537, -3.990, 1.595)  0.20
H (-1.843, -4.372, 1.208)  0.21
H (-0.887, -4.635, -0.267)  0.19
H (-2.486, -2.073, 0.286)  0.22
H (-2.902, -3.263, -0.843)  0.20
H (-1.662, -0.694, -2.956)  0.21
H (-1.893, -0.258, -1.293)  0.22
H (-3.066, -1.334, -2.120)  0.20
H (-0.581, -4.192, -2.482)  0.20
H (-0.045, -2.766, -3.265)  0.23
H (-1.789, -3.200, -3.284)  0.20
H (2.052, -4.491, -0.266)  0.21
H (2.619, -3.166, -1.182)  0.21
H (1.190, -3.967, -1.672)  0.22
C (-2.614, -0.106, 2.515)  -0.63
C (-1.541, 0.972, 2.316)  0.13
C (-1.231, 1.687, 3.630)  -0.62
O (-0.332, 0.562, 1.781)  -1.04
H (-2.285, -1.051, 2.947)  0.20
H (-3.145, -0.210, 1.561)  0.19
H (-3.452, 0.276, 3.111)  0.20
H (-2.074, 1.653, 1.629)  0.10
H (-2.145, 2.142, 4.039)  0.18
H (-0.539, 2.510, 3.452)  0.20
H (-0.916, 1.027, 4.439)  0.20
C (3.012, 2.411, 0.620)  0.57
O (2.253, 1.514, 0.294)  -0.70
N (3.728, 2.451, 1.740)  -0.40
C (3.534, 1.424, 2.765)  -0.44
C (4.780, 3.404, 2.006)  -0.40
H (3.213, 3.238, -0.078)  0.12
H (3.252, 1.932, 3.689)  0.21
H (4.394, 0.769, 2.881)  0.20
H (2.666, 0.801, 2.551)  0.26
H (4.538, 4.080, 2.829)  0.20
H (5.680, 2.854, 2.282)  0.21
H (4.988, 4.043, 1.149)  0.21
C (-1.512, 2.539, -1.502)  0.56
O (-0.618, 1.769, -1.172)  -0.70
N (-1.581, 3.090, -2.713)  -0.41
C (-2.767, 3.886, -3.055)  -0.41
C (-0.657, 2.783, -3.768)  -0.43
H (-2.329, 2.783, -0.811)  0.14
H (-3.403, 3.153, -3.566)  0.20
H (-2.569, 4.681, -3.771)  0.21
H (-3.325, 4.318, -2.230)  0.22
H (-1.041, 2.891, -4.781)  0.21
H (0.164, 3.514, -3.760)  0.20
H (-0.169, 1.820, -3.631)  0.26

Summary:
Total energy ... -2682.69150 hartree
Energy above the lowest of the compared OMol25 structures with the same formula, charge and spin ... 0.00 kJ/mol
E_HOMO (spin up / spin down) ... -6.38 / -6.47 eV
Orbital gap (spin up / spin down) ... 0.2537 / 0.2568 hartree
2S+1 ... 3
Max |F| ... 2.0 eV/Å



Record 3
Entry from the Open Molecules 2025 dataset: a 8-piece molecular cluster, C18H39N3O21 overall in a non-equilibrium geometry (ωB97M-V/def2-TZVPD).

Last column: Löwdin charge in e.
Positions of all 81 atoms, in Å:
C (1.882, -5.326, 1.241)  0.06
O (2.401, -4.238, 0.290)  -0.02
C (1.696, -3.954, -0.786)  -0.56
O (0.469, -4.081, -0.982)  0.07
O (2.626, -3.689, -1.758)  -0.02
C (2.217, -3.464, -3.137)  -0.02
H (1.342, -4.912, 2.092)  0.05
H (2.786, -5.648, 1.759)  0.09
H (1.350, -6.126, 0.726)  0.10
H (1.832, -4.329, -3.676)  0.09
H (3.054, -3.065, -3.710)  0.09
H (1.412, -2.730, -3.170)  0.08
C (3.473, -1.523, 1.292)  -0.06
O (4.633, -0.756, 1.135)  -0.01
C (5.838, -1.079, 1.734)  -0.50
O (6.107, -2.091, 2.355)  0.11
O (6.680, -0.042, 1.555)  -0.01
C (7.814, 0.073, 2.286)  -0.09
H (3.056, -1.274, 2.268)  0.10
H (3.732, -2.575, 1.411)  0.08
H (2.810, -1.562, 0.428)  0.08
H (7.669, 0.743, 3.133)  0.10
H (8.599, 0.537, 1.689)  0.10
H (8.132, -0.936, 2.547)  0.10
C (-5.240, -0.970, 1.314)  -0.06
O (-4.702, -2.106, 0.636)  -0.01
C (-3.957, -1.875, -0.527)  -0.49
O (-3.694, -0.790, -1.067)  0.07
O (-3.547, -3.094, -0.990)  -0.02
C (-2.382, -3.264, -1.934)  0.02
H (-4.604, -0.827, 2.188)  0.07
H (-6.272, -1.092, 1.644)  0.09
H (-5.285, -0.061, 0.714)  0.09
H (-1.523, -2.654, -1.657)  0.05
H (-2.675, -2.824, -2.888)  0.08
H (-1.986, -4.279, -1.977)  0.09
C (-2.430, 0.488, 2.105)  -0.06
O (-2.278, -0.752, 2.795)  -0.03
C (-1.051, -1.431, 2.769)  -0.48
O (-0.155, -1.343, 1.920)  0.10
O (-1.107, -2.393, 3.700)  0.00
C (0.039, -3.179, 3.917)  -0.03
H (-2.838, 0.431, 1.096)  0.08
H (-1.427, 0.866, 1.904)  0.07
H (-2.880, 1.265, 2.723)  0.11
H (-0.211, -3.928, 4.669)  0.10
H (0.861, -2.518, 4.192)  0.11
H (0.261, -3.697, 2.984)  0.06
C (-3.146, 7.683, -3.237)  -0.04
O (-2.696, 6.515, -2.618)  0.04
C (-1.882, 6.495, -1.627)  -0.60
O (-1.309, 7.449, -1.108)  0.10
O (-1.693, 5.226, -1.271)  0.02
C (-0.928, 4.877, -0.230)  -0.12
H (-2.646, 7.874, -4.187)  0.10
H (-2.935, 8.600, -2.686)  0.10
H (-4.223, 7.603, -3.379)  0.10
H (-0.050, 4.429, -0.696)  0.09
H (-1.368, 4.076, 0.363)  0.09
H (-0.577, 5.760, 0.304)  0.10
C (1.073, 3.550, 2.281)  0.01
N (2.117, 2.655, 2.835)  -0.40
O (1.792, 1.615, 3.428)  0.05
O (3.258, 3.189, 2.768)  0.03
H (0.124, 3.059, 2.493)  0.09
H (1.358, 3.761, 1.251)  0.09
H (1.091, 4.490, 2.833)  0.10
C (-3.258, 0.594, -4.695)  0.05
N (-2.325, -0.545, -4.896)  -0.43
O (-1.416, -0.643, -4.121)  0.05
O (-2.717, -1.440, -5.675)  0.04
H (-3.937, 0.262, -3.909)  0.10
H (-3.764, 0.873, -5.620)  0.10
H (-2.647, 1.421, -4.334)  0.10
C (-0.246, -0.167, -1.010)  0.04
N (0.359, 1.020, -0.403)  -0.42
O (1.506, 0.970, -0.032)  0.09
O (-0.367, 1.978, -0.183)  0.02
H (-0.335, 0.227, -2.023)  0.10
H (-1.147, -0.353, -0.425)  0.08
H (0.404, -1.032, -1.144)  0.09

Summary:
Total energy ... -2453.18293 hartree
Energy above the lowest of the compared OMol25 structures with the same formula, charge and spin ... 288.52 kJ/mol
E_HOMO ... -10.46 eV
SMILES ... C[N+](=O)[O-].C[N+](=O)[O-].C[N+](=O)[O-].COC(=O)OC.COC(=O)OC.COC(=O)OC.COC(=O)OC.COC(=O)OC
Orbital gap ... 0.3800 hartree
2S+1 ... 1
Max |F| ... 4.2 eV/Å



Q: Which value of max |F| does entry 3 give?
A: 4.2 eV/Å